The following is a quantum chemistry calculation of a single C5H10OS molecule at a distorted geometry, from the Open Molecules 2025 dataset.

* multiplicity: 3
* energy: -669.751629 hartree
* LUMO (alpha / beta): 0.87 / 0.00 eV
* HOMO level (alpha / beta): -6.160 / -9.689 eV
* HOMO-LUMO gap (alpha / beta): 7.0 / 9.7 eV
* energy relative to the best compared isomer or geometry (same formula, charge and spin): 0.0 kcal/mol

Structure (XYZ):
```
17
C5H10OS, DFT ωB97M-V/def2-TZVPD
C -0.07466 1.25673 -0.20725
C 1.75591 0.20893 0.57109
C -0.65541 -0.10034 0.00962
C -1.69335 -0.05663 1.10815
C -0.42984 -1.03852 -1.09058
O 1.31472 0.94037 -0.49016
S 3.08728 -0.81495 0.14670
H -0.51936 1.79681 -1.00672
H -0.07487 1.87674 0.70990
H 1.40532 0.68777 1.56471
H -2.66529 0.49558 0.91663
H -1.22070 0.62268 1.77729
H -1.82998 -1.10109 1.57721
H -1.18159 -0.78815 -1.98299
H -0.54260 -2.14968 -0.86042
H 0.56452 -0.90863 -1.61725
H 2.75990 -0.92762 -1.12594
```

Löwdin population analysis, charges in e, atoms 1 to 6: C -0.185; C -0.620; C -0.352; C -0.067; C -0.084; O -0.230